Entry 1:
The following is a DFT calculation (ωB97M-V/def2-TZVPD) of a structure of composition C45H50KN2OPSi.

```
101
Properties=species:S:1:pos:R:3:lowdin_charge:R:1
K -0.291 0.634 -0.362 0.60
P -0.224 -0.187 3.259 1.11
Si -0.919 -0.064 -3.784 0.33
O 2.366 -0.010 -0.944 -0.08
N 1.185 4.567 -0.680 -0.26
N 0.481 0.010 -2.849 -0.12
C 2.795 0.209 -2.257 -0.20
C 3.310 -0.430 -0.041 -0.30
C -1.386 1.567 -4.620 -0.17
C -1.111 1.676 6.874 -0.11
C -3.072 5.615 -0.377 -0.15
C -3.817 4.550 0.120 -0.15
C -2.338 -0.513 -2.626 -0.19
C 5.126 -1.319 1.844 -0.11
C 4.120 0.397 -2.569 -0.05
C 3.306 1.382 4.494 -0.11
C 1.811 -2.660 4.373 -0.04
C -1.835 -3.870 2.540 -0.09
C -2.339 2.259 6.598 -0.11
C 2.269 -1.228 4.425 -0.25
C 4.410 -2.234 1.084 -0.08
C -2.365 -3.310 4.837 -0.16
C -0.251 -2.531 1.229 -0.08
C 3.510 -0.946 5.000 -0.08
C 2.445 4.363 -1.368 -0.12
C 2.079 1.118 3.915 -0.13
C -3.263 3.274 0.148 -0.20
C 0.112 3.884 -1.414 -0.21
C -0.918 -1.392 -5.143 -0.19
C 1.743 0.231 -3.228 -0.34
C 3.502 -1.793 0.135 0.01
C 1.516 -0.162 3.912 -0.31
C -0.465 0.944 5.888 -0.10
C -2.910 2.088 5.346 -0.06
C -0.985 -1.798 3.508 -0.39
C 3.531 0.689 -4.867 -0.15
C 1.274 4.052 0.672 -0.11
C -1.271 4.067 -0.823 -0.31
C -0.993 -2.705 2.372 -0.39
C 4.918 0.041 1.665 -0.09
C 4.021 0.339 5.065 -0.12
C 4.511 0.641 -3.890 -0.15
C -1.965 2.952 -0.303 -0.14
C -2.942 1.157 3.020 -0.07
C -1.023 0.779 4.621 -0.32
C -2.276 1.348 4.352 -0.27
C 2.196 0.492 -4.548 -0.06
C -1.642 -2.141 4.690 -0.15
C -1.796 5.363 -0.853 -0.09
C 4.003 0.492 0.725 -0.01
C -2.467 -4.159 3.712 -0.15
H -1.194 6.177 -1.252 0.09
H 4.870 0.356 -1.788 0.10
H -2.285 1.468 -5.235 0.01
H 5.823 -1.665 2.597 0.09
H 1.512 1.934 3.474 0.10
H 0.347 2.810 -1.477 0.07
H -2.878 -3.536 5.763 0.06
H -4.826 4.721 0.488 0.07
H -2.354 1.590 2.205 0.05
H 5.449 0.756 2.279 0.10
H -0.657 1.785 7.852 0.09
H -0.340 -3.218 0.398 0.03
H 4.545 -3.297 1.243 0.10
H -3.891 2.481 0.556 0.06
H -0.837 -2.384 -4.691 0.02
H 4.088 -1.771 5.405 0.10
H 3.813 1.548 0.579 0.12
H 1.537 2.976 0.693 0.07
H 3.805 0.882 -5.900 0.08
H -3.484 6.620 -0.399 0.07
H 2.914 -2.482 -0.457 0.13
H 2.390 4.780 -2.376 0.08
H -2.852 2.842 7.354 0.09
H -3.224 -0.823 -3.186 0.02
H 1.450 0.531 -5.333 0.08
H 0.991 -2.847 5.068 0.08
H 5.557 0.790 -4.129 0.07
H 4.985 0.518 5.528 0.09
H 0.319 4.169 1.181 0.08
H -1.580 2.323 -3.855 0.02
H -3.068 -5.062 3.777 0.08
H 2.706 3.294 -1.466 0.08
H 1.443 -2.925 3.380 0.07
H -1.604 -1.452 5.528 0.09
H 0.492 0.490 6.111 0.10
H -2.050 -1.341 -1.973 0.02
H 0.448 -1.714 1.122 -0.02
H -3.063 0.094 2.797 0.08
H -1.929 -4.544 1.694 0.09
H -0.082 -1.277 -5.835 0.01
H 2.046 4.594 1.225 0.08
H 0.135 4.264 -2.442 0.12
H -2.631 0.336 -2.001 0.00
H 3.252 4.865 -0.828 0.07
H 3.701 2.392 4.497 0.10
H -0.578 1.937 -5.256 0.01
H -1.847 -1.357 -5.720 0.01
H 2.643 -3.320 4.626 0.07
H -3.925 1.628 3.009 0.07
H -3.872 2.537 5.126 0.10
```

Results
Total energy   -85996.66757 eV
HOMO level   -0.0299 hartree
E_LUMO   4.07 eV
HOMO-LUMO gap   4.9 eV
Total charge   -2

=====

Entry 2:
The following is a DFT calculation (ωB97M-V/def2-TZVPD) of a cluster of 2 separate species, CH4FIP2 in total at a distorted geometry.

```
9
Properties=species:S:1:pos:R:3:lowdin_charge:R:1
I -1.610 -3.868 1.381 0.03
P -1.551 1.472 -1.873 0.51
P -1.841 -0.045 -0.418 0.45
F -1.578 2.645 -0.753 -0.52
C -0.549 0.232 0.907 -0.43
H -1.514 -1.261 -1.142 -0.11
H 0.151 -0.569 0.749 -0.01
H -0.116 1.311 0.858 0.05
H -0.880 0.253 1.989 0.04
```

Results
Total energy   -30495.66530 eV
HOMO level (alpha / beta)   -0.3323 / -0.2806 hartree
E_LUMO (alpha / beta)   -0.97 / -3.51 eV
HOMO-LUMO gap (alpha / beta)   8.1 / 4.1 eV

=====

Entry 3:
The following is a DFT calculation (ωB97M-V/def2-TZVPD) of a cluster of 10 separate species, C18H56O10 in total at a distorted geometry.

```
84
Properties=species:S:1:pos:R:3:lowdin_charge:R:1
O 1.453 -1.966 0.884 -0.13
O 1.480 0.500 -0.870 -0.13
O -0.761 -3.150 -3.478 -0.09
O -0.128 -0.260 2.577 -0.11
O 3.951 -3.949 0.341 -0.10
O -2.230 0.762 1.143 -0.15
O -2.898 3.224 2.195 -0.10
O 0.920 -5.396 -2.302 -0.09
O -1.351 0.649 -1.367 -0.04
O -2.058 9.654 1.224 -0.06
C -0.141 -3.777 0.723 -0.07
C -1.881 4.964 0.779 -0.07
C -0.603 -1.966 -4.328 -0.28
C -3.110 4.034 1.038 -0.30
C -3.180 -1.106 2.264 -0.07
C 4.107 -4.737 1.513 -0.31
C 0.793 0.738 3.055 -0.25
C -3.423 0.014 1.275 -0.28
C 3.223 1.814 -2.114 -0.09
C -1.796 -1.811 -5.244 -0.11
C 2.300 -5.859 -2.342 -0.28
C 2.850 1.051 -0.892 -0.27
C 0.535 -2.645 0.029 -0.29
C -3.938 8.589 0.145 -0.08
C 3.126 -4.364 2.614 -0.09
C 3.331 -4.763 -2.575 -0.09
C 2.189 0.157 3.061 -0.08
C -3.187 8.900 1.478 -0.36
H -4.243 0.646 1.682 0.13
H -0.865 0.175 2.137 0.02
H -0.432 0.539 -1.108 0.01
H -1.372 1.446 -1.921 0.08
H 3.064 1.299 -3.078 0.08
H -3.667 -0.396 0.278 0.12
H -4.030 4.593 1.262 0.11
H 3.578 -3.080 0.560 0.07
H 2.827 0.919 3.404 0.06
H -2.712 -1.565 -4.672 0.08
H 3.547 -4.794 3.543 0.08
H 0.863 1.611 2.427 0.11
H -3.893 9.404 2.156 0.11
H -0.224 -1.870 -0.267 0.12
H -2.264 -1.678 2.013 0.07
H 0.314 -2.131 -4.903 0.11
H -1.876 10.112 2.044 0.08
H -0.867 -4.223 0.019 0.09
H 5.081 -4.597 1.954 0.10
H 2.331 -0.688 3.734 0.08
H 0.433 0.994 4.058 0.12
H -1.958 5.563 -0.084 0.05
H 0.509 -4.582 1.011 0.05
H -1.859 0.594 0.233 0.05
H -2.921 7.992 2.032 0.09
H 3.133 -3.256 2.760 0.07
H -2.040 -2.701 -5.832 0.07
H 2.854 1.727 -0.059 0.10
H -0.469 -1.062 -3.679 0.11
H 2.590 -0.241 2.166 0.04
H -0.963 4.424 0.767 0.05
H 4.259 2.135 -2.036 0.08
H -3.360 3.435 0.171 0.09
H 1.056 -2.972 -0.833 0.08
H -4.707 7.787 0.382 0.09
H -2.992 -0.546 3.181 0.09
H -4.279 9.538 -0.306 0.07
H 3.202 -4.426 -3.591 0.06
H 1.589 -0.438 -0.537 0.07
H 3.856 -5.783 1.298 0.11
H -0.764 -3.450 1.585 0.08
H -1.491 -3.642 -3.800 0.05
H 2.571 2.724 -2.252 0.09
H 3.446 0.202 -0.651 0.11
H 4.341 -5.129 -2.324 0.09
H 2.087 -4.639 2.414 0.06
H -1.526 -0.960 -5.962 0.10
H 0.980 -1.492 1.609 0.06
H 2.557 -6.245 -1.416 0.07
H -1.756 5.555 1.697 0.07
H -2.279 2.535 1.880 0.05
H 2.361 -6.626 -3.080 0.10
H 3.115 -3.919 -1.898 0.06
H -3.939 -1.834 2.360 0.06
H 0.884 -4.543 -2.732 0.03
H -3.252 8.258 -0.624 0.05
```

Results
Total energy   -40046.41979 eV
HOMO level   -0.3614 hartree
E_LUMO   0.40 eV
HOMO-LUMO gap   10.2 eV
Structure (SMILES)   CCO.CCO.CCO.CCO.CCO.CCO.CCO.CCO.CCO.O